{"formula": "C40H62F13N4O18PS3", "method": "ωB97M-V/def2-TZVPD", "species": ["C", "C", "C", "C", "C", "C", "C", "C", "C", "F", "F", "C", "F", "F", "C", "F", "F", "C", "F", "F", "S", "F", "F", "F", "F", "F", "C", "S", "N", "C", "O", "C", "C", "C", "C", "C", "N", "C", "N", "N", "P", "O", "O", "S", "H", "H", "H", "H", "H", "H", "H", "H", "H", "H", "H", "H", "H", "H", "H", "H", "H", "H", "H", "H", "H", "H", "H", "H", "H", "H", "H", "H", "H", "H", "H", "H", "C", "C", "C", "O", "C", "O", "O", "H", "H", "H", "H", "H", "H", "C", "C", "C", "O", "C", "O", "O", "H", "H", "H", "H", "H", "H", "C", "C", "C", "O", "C", "O", "O", "H", "H", "H", "H", "H", "H", "C", "C", "C", "O", "C", "O", "O", "H", "H", "H", "H", "H", "H", "C", "C", "C", "O", "C", "O", "O", "H", "H", "H", "H", "H", "H"], "coordinates": [[-1.42676, -0.28198, 4.12638], [-0.30767, -1.07053, 3.42333], [0.95559, -0.22343, 3.15892], [1.44214, -0.04192, 1.70974], [1.81939, -1.43914, 1.16509], [0.52790, 0.77812, 0.77733], [-0.88498, 0.19979, 0.51257], [-0.96344, -1.18943, -0.12144], [-2.35436, -1.58107, -0.60156], [-2.92699, -0.63266, -1.37860], [-2.17654, -2.67619, -1.40569], [-3.36067, -2.05314, 0.50408], [-4.04348, -3.12767, 0.01778], [-2.72120, -2.47361, 1.61261], [-4.47119, -0.99714, 0.83782], [-3.85938, 0.20419, 1.00181], [-5.32770, -0.96001, -0.19870], [-5.19162, -1.33704, 2.17899], [-4.36940, -0.95458, 3.19564], [-5.40581, -2.67511, 2.31019], [-6.87536, -0.45894, 2.41375], [-7.49495, -1.27545, 1.21881], [-7.35155, -1.61318, 3.41291], [-6.33952, 0.34134, 3.67008], [-6.44627, 0.71928, 1.46515], [-8.27222, 0.24649, 2.61851], [0.14481, 2.07065, 1.61345], [1.46369, 3.06734, 2.42819], [-0.40411, 3.04424, 0.69720], [0.23271, 2.81158, -0.55010], [-0.00109, 3.47207, -1.52671], [1.15865, 1.55586, -0.45838], [2.66266, 1.85944, -0.49216], [3.08866, 3.14533, -1.25150], [3.56796, 4.30151, -0.34887], [2.94381, 5.66587, -0.67091], [2.05884, 6.12071, 0.40769], [1.04182, 7.02544, -0.00202], [0.48406, 6.98950, -1.13161], [0.66569, 7.99073, 0.99425], [0.87373, 0.77098, -2.13010], [-0.70451, 0.72496, -2.36010], [1.33419, 1.77346, -3.28814], [1.79611, -0.91613, -2.37564], [-1.04201, 0.57959, 4.66344], [-2.17946, 0.08148, 3.43007], [-1.95132, -0.92145, 4.82846], [-0.70179, -1.55644, 2.54220], [-0.04471, -1.86706, 4.11268], [0.83966, 0.70900, 3.70119], [1.77926, -0.73278, 3.65655], [2.39882, 0.45869, 1.81168], [1.55425, -1.56781, 0.12517], [1.34457, -2.23936, 1.73066], [2.88681, -1.59328, 1.24547], [-1.43828, 0.86407, -0.14274], [-1.43460, 0.20694, 1.44684], [-0.36093, -1.26586, -1.01772], [-0.61536, -1.98941, 0.51944], [-0.54165, 1.84883, 2.41866], [2.13609, 2.20076, 3.19855], [-1.40912, 2.97919, 0.64320], [3.21539, 1.05378, -0.94950], [3.09367, 1.96114, 0.49471], [2.33228, 3.53319, -1.92131], [3.92907, 2.87423, -1.87353], [3.46445, 4.07897, 0.70774], [4.63310, 4.43084, -0.51724], [3.74329, 6.39725, -0.76139], [2.45264, 5.62374, -1.63904], [1.59795, 5.32694, 0.84203], [-0.20608, 7.73109, -1.17647], [1.22624, 8.82532, 0.89336], [0.85930, 7.58650, 1.90009], [-0.85278, 0.68687, -3.31371], [2.17255, 1.42231, -3.61124], [7.98947, 0.58174, 3.25488], [6.66796, 0.94597, 2.62864], [5.44784, 0.42909, 3.35871], [4.49173, 0.31008, 2.29399], [5.18750, 0.09292, 1.14606], [4.68839, -0.24387, 0.12749], [6.50964, 0.31496, 1.34236], [8.81440, 0.91389, 2.62574], [8.08961, 1.04718, 4.23500], [8.07969, -0.49965, 3.36410], [6.60255, 2.02727, 2.47847], [5.08387, 1.11300, 4.12194], [5.60166, -0.55828, 3.79991], [-3.45541, -2.81897, -6.84666], [-2.74221, -1.87502, -5.91284], [-2.87676, -0.40895, -6.25626], [-1.66462, 0.13765, -5.71756], [-0.73212, -0.84987, -5.72100], [0.41848, -0.68482, -5.49916], [-1.31283, -2.04800, -5.98797], [-3.23856, -3.85382, -6.58340], [-4.53294, -2.66560, -6.79626], [-3.12303, -2.66931, -7.87456], [-3.04470, -2.06196, -4.87824], [-3.74286, 0.06348, -5.80034], [-2.88911, -0.22789, -7.33330], [1.30580, -5.53650, -6.01721], [1.07066, -5.40726, -4.53386], [0.56397, -4.05691, -4.08363], [1.06210, -3.98480, -2.74286], [2.17826, -4.74437, -2.67600], [2.94260, -4.75084, -1.76989], [2.30501, -5.49951, -3.80015], [1.75187, -6.50293, -6.25151], [0.36680, -5.44329, -6.56283], [1.99547, -4.76695, -6.36520], [0.41487, -6.20937, -4.18110], [-0.52062, -3.97815, -4.09131], [0.98804, -3.22726, -4.65460], [-9.44063, -1.00247, 5.82912], [-9.19850, -2.27660, 6.59508], [-10.09739, -3.43107, 6.21850], [-10.14418, -4.18642, 7.43582], [-9.93423, -3.32272, 8.46196], [-10.09264, -3.58362, 9.60587], [-9.51984, -2.12009, 7.98982], [-8.81539, -0.19976, 6.21994], [-9.20994, -1.13956, 4.77667], [-10.47606, -0.67461, 5.93091], [-8.14544, -2.56473, 6.52748], [-9.70280, -4.03888, 5.40805], [-11.11153, -3.10893, 5.97025], [6.66927, -0.48729, -3.24450], [7.10476, 0.94655, -3.41128], [8.00114, 1.47708, -2.31637], [7.69660, 2.88166, -2.32689], [6.43064, 3.01505, -2.79255], [5.77979, 4.00448, -2.73490], [5.98574, 1.84395, -3.30574], [5.95707, -0.76299, -4.02130], [7.52742, -1.15688, -3.30379], [6.17058, -0.63021, -2.28445], [7.55944, 1.09726, -4.39471], [9.05906, 1.31483, -2.50707], [7.74169, 1.07505, -1.33373]], "homo_energy_ev": -8.40, "e_lumo_ha": 0.0019, "charge": 0, "smiles": "[H]/N=C(\\N)NCCCC[C@]1(P(O)(O)=S)C(=O)N[C@H](S)[C@]1(CCC(F)(F)C(F)(F)C(F)(F)C(F)(F)S(F)(F)(F)(F)F)[C@H](C)CCC.C[C@@H]1COC(=O)O1.C[C@@H]1COC(=O)O1.C[C@@H]1COC(=O)O1.C[C@@H]1COC(=O)O1.C[C@@H]1COC(=O)O1", "orbital_gap_ev": 8.45}